Formula: C32H47N5O3
Source: the OMol25 dataset
Level of theory: wB97M-V/def2-TZVPD

```
! RIJCOSX wB97M-V def2-TZVPD def2/J DEFGRID3
* xyz 0 1
C -7.180 -2.050 -1.213
C -5.951 -1.428 -0.627
C -5.657 -0.093 -0.868
C -4.525 0.501 -0.345
C -3.661 -0.252 0.438
C -3.958 -1.581 0.711
C -5.089 -2.180 0.179
C -5.385 -3.617 0.481
H -5.437 -4.199 -0.439
H -4.615 -4.044 1.118
H -6.345 -3.712 0.986
H -3.312 -2.149 1.363
N -2.518 0.367 0.979
C -1.228 -0.051 0.959
C -0.495 0.931 1.624
C -1.461 1.890 1.999
N -2.660 1.541 1.601
H -1.340 2.796 2.562
C 0.954 0.998 1.871
O 1.716 0.053 1.734
N 1.377 2.210 2.311
H 0.741 2.983 2.209
C 2.774 2.561 2.335
H 3.013 3.048 3.287
H 3.336 1.626 2.266
C 3.148 3.490 1.169
H 4.233 3.616 1.170
C 2.650 2.914 -0.159
N 1.287 3.402 -0.230
C 0.537 3.009 -1.402
C 0.979 3.650 -2.745
H 1.502 2.935 -3.379
H 1.660 4.479 -2.552
C -0.301 4.169 -3.401
H -0.117 5.025 -4.050
H -0.761 3.380 -3.998
C -1.205 4.509 -2.220
H -0.888 5.449 -1.766
H -2.252 4.600 -2.505
C -0.961 3.347 -1.262
H -1.556 2.487 -1.573
H -1.224 3.576 -0.231
H 0.662 1.922 -1.454
C 1.351 4.801 0.147
C 2.422 4.848 1.251
H 3.113 5.672 1.081
H 1.975 4.990 2.235
H 0.374 5.139 0.500
H 1.652 5.455 -0.688
H 2.659 1.823 -0.171
H 3.274 3.277 -0.994
C -0.810 -1.302 0.261
H -1.682 -1.710 -0.266
C 0.284 -1.034 -0.780
C 0.669 -2.346 -1.464
N 1.100 -3.320 -0.488
C 2.407 -3.562 -0.196
O 2.755 -4.287 0.708
O 3.226 -2.954 -1.073
C 4.658 -3.032 -0.898
C 5.214 -2.160 -2.026
H 4.885 -2.542 -2.989
H 4.855 -1.140 -1.917
H 6.299 -2.160 -1.996
C 5.055 -2.459 0.462
H 6.136 -2.374 0.526
H 4.609 -1.475 0.594
H 4.700 -3.107 1.259
C 5.141 -4.475 -1.052
H 4.833 -4.871 -2.018
H 4.715 -5.093 -0.267
H 6.225 -4.508 -0.984
C 0.103 -3.622 0.515
C -0.295 -2.348 1.260
H 0.578 -1.940 1.769
H -1.058 -2.578 2.006
H 0.534 -4.352 1.203
H -0.768 -4.064 0.017
H 1.471 -2.184 -2.182
H -0.200 -2.762 -1.990
H 1.160 -0.625 -0.279
H -0.072 -0.319 -1.526
H -4.303 1.541 -0.527
H -6.328 0.494 -1.479
H -6.919 -2.897 -1.847
H -7.731 -1.327 -1.809
H -7.835 -2.419 -0.424
*
```

Computed properties:
* relative energy (zero: lowest compared OMol25 entry of this formula, charge and spin): 0.076 eV
* lowest unoccupied orbital energy: 0.6 eV
* frontier orbital gap: 8.81 eV
* SMILES: Cc1ccc(-n2ncc(C(=O)NC[C@@H]3CCN(C4CCCC4)C3)c2C2CCN(C(=O)OC(C)(C)C)CC2)cc1C
* HOMO level: -8.2 eV